Here is C54H52N7O2SSeSiYb as an isolated structure from the Open Molecules 2025 dataset. Energies are from ωB97M-V/def2-TZVPD.

spin multiplicity: 2
gap between HOMO and LUMO (spin up / spin down): 6.1 / 6.0 eV
highest occupied orbital energy (spin up / spin down): -12.088 / -12.088 eV
net charge: +2
expectation value of S²: 0.751
E_tot: -6870.27667 Ha

Last column: Löwdin charge in e.
Element x y z (Å)
1 Yb -0.65847 0.65094 -0.20854  1.587
2 Se 1.52621 -2.04952 0.62402  0.596
3 S -3.28497 -0.63003 0.89790  0.592
4 Si 2.69444 1.74868 -1.45690  0.419
5 O 1.30528 1.08691 -1.02975  -0.505
6 O -4.85450 1.33712 5.16001  0.107
7 N 1.58692 -4.60745 -0.90417  -0.067
8 N 2.46527 -2.88211 -1.92740  0.112
9 N -0.79947 2.50705 1.61340  0.058
10 N -1.85526 0.06565 -2.31979  0.043
11 N -4.39087 0.18654 3.19931  0.093
12 N -1.89816 2.47474 -0.91466  0.010
13 N -2.94188 -1.63676 3.37757  0.061
14 C 1.83734 -3.23734 -0.78320  -0.712
15 C -2.64415 1.08019 -2.74753  -0.201
16 C 2.31082 6.30125 -2.15091  -0.058
17 C 3.32115 -4.03366 -4.02907  -0.007
18 C -2.69109 -1.30486 -4.04326  -0.015
19 C -6.22205 -2.08507 7.17692  -0.051
20 C -2.53325 2.38681 -2.11260  -0.185
21 C 2.72098 -3.98233 -2.76335  -0.162
22 C 5.79017 -0.04619 0.61259  -0.063
23 C 2.07435 -6.26620 -2.81577  -0.001
24 C 0.03687 1.15206 3.53508  -0.008
25 C -1.23579 -3.86001 4.97039  -0.074
26 C -6.77751 -2.97355 5.02327  -0.062
27 C -6.81305 -3.10188 6.40471  -0.060
28 C 4.59683 0.18697 -0.08831  -0.121
29 C -2.80185 4.78918 -2.17900  0.020
30 C -4.82501 0.26201 4.55341  -0.371
31 C -2.97265 3.55254 -2.79695  0.038
32 C 5.28540 1.71968 -4.56176  -0.055
33 C 3.56123 1.02275 -2.98021  -0.226
34 C -5.43536 -0.96128 5.14268  -0.199
35 C 3.39453 -5.26197 -4.62548  -0.079
36 C -5.53755 -1.04723 6.53879  -0.020
37 C 4.43407 2.41672 0.76442  -0.101
38 C -1.87178 3.64375 -0.22895  -0.184
39 C -0.67253 4.89125 3.10438  -0.010
40 C -3.58648 -0.74990 2.57078  -0.762
41 C 3.60018 5.76073 -1.91531  -0.055
42 C 3.75546 4.39416 -1.83567  -0.086
43 C 2.70166 -6.35173 -4.07276  -0.053
44 C -0.33189 2.48776 2.88857  -0.284
45 C 0.90185 -5.27401 0.13476  -0.071
46 C 2.81781 0.53963 -4.09042  -0.120
47 C 4.00924 1.45048 -0.13176  -0.247
48 C 1.40355 4.04388 -2.16048  -0.107
49 C -1.88356 -1.12811 -2.90553  -0.289
50 C -1.25380 3.68861 1.12241  -0.186
51 C -2.25442 4.85392 -0.86833  0.039
52 C 5.59745 2.17959 1.48498  -0.083
53 C 4.89043 1.42329 -3.24806  -0.077
54 C -0.19898 3.66860 3.63343  0.016
55 C -3.47309 0.95233 -3.90034  0.055
56 C -6.11503 -1.89168 4.35258  -0.014
57 C -1.95761 -3.90118 3.59908  -0.234
58 C -3.47638 -0.32439 -4.51978  -0.015
59 C 3.25688 0.70750 -5.39026  -0.087
60 C -1.15114 4.94347 1.81375  0.022
61 C 6.30358 0.97960 1.38894  -0.077
62 C 2.12179 -5.06999 -2.13247  -0.149
63 C -2.08939 -2.64319 2.77325  -0.267
64 C 2.66237 3.53777 -1.84689  -0.238
65 C 4.40051 1.47420 -5.60335  -0.077
66 C -0.93954 -2.23067 -2.54155  -0.023
67 C 1.22064 5.42454 -2.36262  -0.085
68 H 5.51635 1.69871 -2.38830  0.108
69 H 1.52861 -7.12072 -2.38762  0.122
70 H 4.64226 1.77818 -6.58787  0.096
71 H 2.67768 -7.27743 -4.65632  0.117
72 H 7.23283 0.91203 1.94063  0.107
73 H 2.61378 0.31869 -6.18735  0.108
74 H -5.12604 -0.19765 7.12214  0.132
75 H -6.30232 -2.12104 8.27698  0.121
76 H 1.58362 -5.52682 1.04167  0.134
77 H 2.78882 -1.93786 -2.12902  0.140
78 H 2.10268 7.34284 -2.32791  0.098
79 H -2.15613 5.79591 -0.34834  0.104
80 H -7.31146 -3.67238 4.40017  0.101
81 H 3.89687 3.34456 0.86490  0.098
82 H -2.51470 -2.90243 1.80415  0.073
83 H -4.17840 -0.55192 -5.34465  0.141
84 H -2.70678 -2.31375 -4.50676  0.144
85 H 6.21945 2.16608 -4.79849  0.100
86 H 0.01173 -1.82535 -2.16026  0.039
87 H 3.89449 -5.35380 -5.59445  0.121
88 H 0.27105 3.66485 4.59816  0.121
89 H -3.19151 5.67206 -2.64911  0.123
90 H 4.40158 6.44896 -1.79890  0.100
91 H -2.92654 -4.32242 3.72830  0.097
92 H 1.05962 0.91109 3.28559  0.086
93 H 4.76718 3.99747 -1.74691  0.113
94 H -3.96462 1.80696 -4.31613  0.104
95 H -1.08152 -2.24394 2.47213  0.082
96 H -1.47533 -4.62905 2.91175  0.115
97 H 5.95165 2.90341 2.20161  0.100
98 H -0.92771 -4.81316 5.32702  0.061
99 H -1.37657 5.91450 1.31652  0.126
100 H -1.89148 -3.40730 5.74409  0.078
101 H 6.28194 -0.99176 0.47782  0.102
102 H -6.01131 -1.88450 3.22418  0.131
103 H -0.11059 1.25401 4.65672  0.116
104 H -7.19415 -4.02915 6.87299  0.125
105 H -0.67800 0.39457 3.20473  0.049
106 H 0.53194 3.35439 -2.25422  0.085
107 H 0.13843 -4.57437 0.56084  0.057
108 H -4.37495 1.11002 2.76604  0.141
109 H -0.32714 -3.24695 4.79925  0.083
110 H -3.33113 3.43870 -3.77374  0.093
111 H 3.79617 -3.15594 -4.51044  0.132
112 H -3.08541 -1.70474 4.37738  0.147
113 H 4.18882 -0.63201 -0.62911  0.058
114 H 1.88799 0.08340 -3.84980  0.070
115 H 0.41513 -6.20461 -0.21611  0.102
116 H -1.35797 -2.87010 -1.76545  0.094
117 H -0.57688 5.77383 3.73435  0.128
118 H -0.62442 -2.83609 -3.41002  0.107
119 H 0.24567 5.82146 -2.64105  0.087

Forces on atoms 1 to 6 (eV/Å):
2.112 -0.147 -0.381
-0.614 -0.182 -0.079
0.240 0.383 -0.242
2.806 -1.174 0.309
-3.617 -0.466 0.697
0.580 -1.889 -1.814